61
Properties=species:S:1:pos:R:3:lowdin_spin:R:1 method="wB97M-V/def2-TZVPD" homo_energy_ev="-16.16 / -16.16" total_charge=+2 max_force_ev_per_a=4.0 spin_multiplicity=2 s2=0.7563 gap_ev="10.744 / 2.672" total_energy_ha=-1528.570469 lumo_ev="-5.4 / -13.5"
O 0.5624 3.6269 3.2127 0.000
H 4.4495 2.6093 -3.2441 0.000
H -1.2218 1.1717 0.5054 0.000
H -1.9393 3.4670 0.8151 0.001
O 4.6887 0.2645 1.2837 0.000
O 4.1903 2.3945 -2.3648 0.003
O -1.5321 0.1021 0.2637 0.000
H -1.6412 -1.6043 -2.0098 0.000
O -1.9617 1.5160 -1.7851 0.187
H -1.0035 -0.1529 -0.5982 0.000
O 1.8988 1.6210 4.5054 0.000
O -0.7418 -1.3017 -2.1727 0.010
H -4.1608 -2.2559 -1.5091 0.000
O -0.0858 1.8539 1.0555 0.009
H 3.2428 -1.9198 -0.4243 0.000
H -5.5932 -1.0444 0.1108 0.000
H -1.2876 2.0531 -1.3486 0.000
O 1.1050 -4.5907 -2.4362 0.000
H -2.2900 -4.3699 0.9352 0.000
O -2.4541 0.0750 -5.4862 0.284
H 5.4014 -0.4012 1.2815 0.000
H 0.4592 1.6358 1.8024 0.000
H -1.9252 -0.7071 -5.4989 0.003
H -0.9179 -0.3332 -2.2729 -0.001
H -3.8636 -3.9352 1.2208 0.000
H 1.5970 0.8691 -2.3176 0.004
O 1.1958 -1.4737 0.5577 0.000
H 2.8505 1.6170 4.6586 0.000
H -3.1649 -2.1772 -0.4600 0.000
H -0.4214 2.7436 1.1648 0.000
H 1.3185 -2.4231 0.7901 0.000
H -1.1227 -0.6062 0.7890 0.000
O -0.2421 4.7377 0.8556 0.002
H 0.5337 4.3526 3.7841 0.000
H 4.2422 0.4397 2.0965 0.000
O -2.3561 2.8467 0.2623 0.031
H 0.7294 4.8874 0.9997 0.000
H 1.5530 -4.5097 0.9138 0.000
O -2.9264 -3.6738 1.0661 0.000
H -2.8453 0.1177 -4.5908 0.000
H 1.7005 -5.3517 -2.2012 0.000
H -0.8855 -1.2212 2.9686 0.000
H 4.9270 1.7664 -2.1628 0.000
O -0.3030 -0.6690 2.4929 0.000
O 4.0994 -1.7868 -0.7470 0.001
H 0.2403 -1.1473 1.8112 0.000
H -2.2758 2.0133 -2.5584 -0.001
H 2.6925 -3.6495 1.3012 0.000
H 0.8850 -4.0313 -1.7289 0.000
O -5.1179 -1.5220 0.8296 0.000
H -5.8037 -1.6346 1.5053 0.000
H 0.9998 -1.3854 -0.3899 0.000
O -3.4106 -1.6842 -1.2267 0.000
H -0.8887 5.0275 1.4967 0.000
H 2.3017 2.2073 -2.1867 0.008
O 1.7608 -3.7909 1.5048 0.000
H 4.6530 -1.3308 -0.1830 0.000
H -2.9443 2.1633 0.5607 0.000
O 1.4329 1.8254 -2.1942 0.462
H 1.6767 0.8555 3.9413 0.000
H 1.2442 3.0520 3.6011 0.000


62
Properties=species:S:1:pos:R:3:nbo_charge:R:1 method="wB97M-V/def2-TZVPD" homo_energy_ev=-7.06 total_charge=-1 max_force_ev_per_a=2.2 spin_multiplicity=1 gap_ev=8.998 total_energy_ha=-1604.632286 lumo_ev=1.9
O 0.8476 3.3868 -0.8966 -0.972
O -1.8253 1.2372 0.5602 -1.290
H -0.3814 0.6040 0.6322 0.496
O -1.6735 -1.0477 -4.8980 -0.941
H 1.9140 -2.0276 1.5395 0.505
O -1.1520 -3.2875 3.5065 -0.960
H -2.0954 -0.5754 1.5829 0.491
O 1.6603 4.3942 2.2458 -0.992
H -0.2118 -4.5321 1.9883 0.461
H -1.7322 3.9056 1.7731 0.492
H -1.9931 1.4461 -4.1331 0.477
H -1.4175 -2.3723 3.5800 0.482
H 0.4413 -2.1451 -3.6216 0.469
H 3.4842 1.5636 3.4146 0.504
O 2.4692 -0.0973 1.9802 -0.988
H -0.8409 1.0544 2.2357 0.500
H 0.7532 4.3948 2.6079 0.500
H 2.3868 -3.2295 -1.4971 0.464
H -0.7320 -0.0962 3.2623 0.459
O -1.1025 4.1499 2.4556 -0.967
O 0.7088 -4.5199 2.1861 -0.977
O 1.3119 -2.3638 0.8527 -1.010
O -2.9738 -0.8878 1.8240 -0.977
H 2.0875 1.2751 4.1829 0.483
H 3.2463 3.5090 2.3166 0.513
H -0.9877 3.3658 2.9862 0.489
H -2.5945 0.9383 -1.1302 0.506
H 1.2531 2.5326 -0.7313 0.498
O -1.0874 1.7293 -4.2948 -0.941
H 1.3892 4.2315 1.3269 0.493
H 4.1291 3.0684 1.2561 0.470
H -1.8222 -3.9585 3.6269 0.479
O -1.2966 -3.4574 -3.2240 -0.963
H -1.3047 -3.3616 -2.2735 0.482
O 2.4179 -4.0356 -0.9829 -0.972
H -1.5125 -0.3139 -5.4927 0.479
H 1.0279 -3.6056 2.0325 0.489
H -0.6054 -1.0728 -3.1443 0.484
H -3.7959 0.3418 -2.0154 0.497
H -1.9745 1.9318 -0.0799 0.427
O -0.3878 0.7799 3.0661 -0.975
H 1.7878 0.1016 -4.3444 0.493
H -3.4703 -0.0614 1.8386 0.487
O 0.3076 -1.2383 -3.3496 -0.948
O 3.0435 1.3833 4.2494 -0.985
H 0.8582 -1.5343 0.5869 0.499
O -2.8867 0.6776 -2.0321 -1.035
O 3.6208 2.6653 1.9747 -0.985
H -3.3628 -0.8546 -0.8491 0.482
H 1.8421 -3.9199 -0.2273 0.501
H 2.5362 0.0588 2.9293 0.482
H -2.2787 -0.5790 -4.3085 0.466
H -0.0707 3.2163 -1.1420 0.476
O -4.3193 -0.9454 -0.7914 -0.978
H 2.0445 1.4626 -4.8847 0.458
O 2.5257 0.6678 -4.6168 -0.955
H -0.9699 -2.7078 -3.7258 0.472
H -4.3387 -1.2016 0.1439 0.491
H 2.8631 0.5602 1.4225 0.495
H 0.0274 -0.4025 -0.2956 0.441
O 0.5080 0.2272 0.2615 -0.987
H -1.1605 2.4396 -4.9439 0.464


64
Properties=species:S:1:pos:R:3:nbo_charge:R:1 method="wB97M-V/def2-TZVPD" homo_energy_ev=-12.89 total_charge=+1 max_force_ev_per_a=4.3 spin_multiplicity=1 gap_ev=10.076 total_energy_ha=-1605.467870 lumo_ev=-2.8
H -1.4623 -0.8021 -1.0423 0.510
H 2.0772 3.6002 2.9265 0.504
H -1.8481 -0.0610 -2.7002 0.556
O 2.7699 -3.5990 -1.8406 -0.975
H 0.2808 -0.6728 -0.6803 0.544
O -0.4382 0.2292 2.0458 -1.003
H -1.2552 -0.1753 2.3808 0.504
O -2.6414 -1.7758 0.7988 -0.992
H 3.5145 -3.1197 -2.2313 0.487
O -0.5010 -4.0487 -2.3876 -0.973
H -2.0141 -2.1530 1.4096 0.498
H -2.2919 -4.9612 -0.2361 0.481
H 0.1816 0.5942 2.7281 0.547
H 2.4546 -1.0964 2.1866 0.492
H 0.2617 4.2078 1.2219 0.450
H 1.2765 4.1368 0.2672 0.506
O -0.5845 -1.0485 -0.1325 -0.978
H 2.8609 -0.1527 4.0175 0.478
H -4.0261 -0.4588 0.4794 0.490
H -1.0721 -4.5697 -1.7388 0.486
O 4.1442 0.5685 -0.3257 -0.974
H -3.8125 0.1789 1.8346 0.470
O -4.2839 0.2953 1.0018 -0.949
H 3.7167 1.3598 -0.0806 0.484
H 3.1663 -4.0553 -1.0806 0.496
O 0.2018 -0.7103 -4.0144 -0.977
H -1.1456 -1.4490 -2.3778 0.540
O -1.3180 -2.1838 3.6673 -0.971
H -3.5695 1.6762 0.0249 0.465
H 0.7990 -1.4024 -3.7538 0.483
H 2.3545 1.8490 -3.2839 0.484
H -1.7144 3.8476 1.8333 0.468
H 1.2348 -1.6438 1.4736 0.464
O 2.2316 2.7193 3.3545 -0.974
H -0.5664 -2.1503 4.2784 0.491
O 2.6394 0.3288 3.2160 -0.962
O 1.2251 4.3185 1.2575 -0.972
H 0.4287 -4.2989 -2.2208 0.491
O 1.3191 2.3555 -0.8467 -0.970
O 1.9487 2.2000 -4.0576 -0.974
O -1.9645 -0.9207 -2.1908 -0.867
H -1.6442 2.8514 -1.2026 0.494
H 0.5387 -0.2912 -4.7828 0.496
O -4.1301 2.2675 -0.4562 -0.948
H -4.9112 1.7557 -0.5141 0.470
H 2.3339 -1.4869 -1.1109 0.552
H 3.4290 0.9135 3.0680 0.514
H -2.3609 -4.0829 1.1278 0.494
H 1.0247 2.4295 -4.1216 0.496
H -1.0111 5.0285 1.2637 0.464
H -0.9646 -0.3546 0.6527 0.553
H -2.0317 -2.4812 4.2131 0.485
H 1.1381 -2.2402 -1.8863 0.500
O 1.3999 -1.3534 -1.6582 -0.997
O -1.8178 -4.3392 0.3429 -0.973
O -1.6932 4.3669 1.0425 -0.912
H 1.8812 2.8182 4.2072 0.464
H 1.1324 1.7555 -0.1333 0.480
H -2.4614 -2.1194 -0.1171 0.506
O 2.1947 -1.7773 1.5330 -0.983
H -1.5830 3.8193 -2.5202 0.498
H 1.2060 1.9740 -1.7262 0.491
O -1.3878 2.9599 -2.0976 -0.992
H 5.1407 0.6301 -0.3060 0.491


What are the relative energy (zero: lowest compared OMol25 entry of this formula, charge and spin) values for these records? In order: 55.83; 94.65; 133.82 kcal per mole.